No. 1
Computed, not measured: a molecular structure, C12H8Cl2N2O5STl at a distorted geometry, with wB97M-V/def2-TZVPD.

The geometry in XYZ format:
```
31
Properties=species:S:1:pos:R:3:forces:R:3:lowdin_charge:R:1
Tl -2.709 -3.607 0.043 -0.1 0.4 0.0 0.797
Cl -0.512 -5.138 -0.009 -0.3 -0.5 0.2 0.375
Cl 4.856 -5.877 0.069 0.0 0.0 -0.4 0.697
S 2.095 -4.134 -0.443 -5.5 -0.5 -2.6 0.740
O -3.746 7.111 -0.050 -0.6 0.4 0.3 0.018
O -4.751 5.062 -0.030 2.7 1.3 0.2 0.002
O -2.889 2.320 -0.041 0.6 -0.8 0.4 0.103
O 3.178 -3.381 0.005 6.3 4.2 2.1 -0.634
O -0.699 2.008 -0.150 -1.0 -0.2 0.8 0.067
N -0.121 4.610 -0.018 4.0 1.9 0.4 0.135
N -1.353 6.512 0.086 -0.5 -2.7 -0.5 0.074
C -3.718 5.766 0.013 1.3 -0.7 -0.5 -0.440
C -1.338 4.182 0.047 -3.8 4.0 0.0 -0.240
C -0.107 5.978 0.034 -3.5 -2.4 1.1 -0.444
C -2.191 5.385 0.021 -0.7 0.0 1.1 -0.097
C 0.868 -6.198 0.216 -1.6 -4.0 0.0 -0.670
C 0.672 -7.596 0.160 -1.1 0.2 -0.4 -0.113
C 3.262 -6.523 -0.005 -0.9 -3.2 2.3 -0.637
C 3.092 -7.939 0.151 -0.2 3.3 -1.1 -0.094
C 2.100 -5.691 0.081 2.7 0.5 -1.0 -0.620
C 1.002 6.846 -0.147 3.1 1.0 0.0 -0.083
C 1.772 -8.447 0.112 0.4 1.5 0.5 -0.115
C -1.619 2.789 0.028 1.1 -2.1 -1.9 -0.492
H 0.519 7.717 -0.566 0.6 0.1 -1.9 0.063
H 1.837 6.210 -0.580 -0.9 1.5 -0.5 0.101
H -0.393 -7.938 0.088 1.3 0.0 0.2 0.109
H -2.802 7.507 0.045 -1.1 -1.5 -0.2 0.107
H 3.993 -8.538 0.112 -0.2 -0.2 0.1 0.091
H 1.527 7.484 0.600 -0.5 -1.3 1.1 0.068
H -3.536 3.008 -0.016 -0.8 1.3 0.1 0.062
H 1.711 -9.486 0.143 -0.7 -1.6 0.0 0.068
```
Positions in Å, forces in eV/Å.

The spin multiplicity is 1. The total charge is -1.

No. 2
Computed, not measured: C12H8FN3 in the gas phase at a distorted geometry, with wB97M-V/def2-TZVPD.

The geometry in XYZ format:
```
24
Properties=species:S:1:pos:R:3:forces:R:3:lowdin_charge:R:1
F -5.195 0.234 -1.969 -1.0 0.4 0.1 0.068
N 3.146 0.322 1.866 -1.8 -1.4 -2.9 0.087
N 2.943 -1.159 -0.709 1.9 -1.5 -0.7 0.122
N 0.720 -0.305 -0.941 2.3 -1.1 -0.5 0.158
C -3.199 -0.845 -1.544 -0.4 0.6 1.1 0.012
C -1.456 0.303 -0.335 0.0 1.1 0.7 -0.198
C 4.107 -0.532 1.349 1.6 -3.1 0.7 -0.110
C -0.017 0.335 -0.103 0.9 -0.2 1.4 -0.271
C 0.741 0.766 1.066 0.3 1.0 1.4 0.017
C 4.044 -1.306 0.144 -0.2 1.3 2.1 -0.106
C -4.045 0.263 -1.307 1.6 -0.2 -0.4 -0.287
C -2.273 1.398 -0.103 -1.5 0.7 -0.8 -0.014
C 1.993 -0.418 -0.332 -0.5 0.5 0.8 -0.307
C -3.623 1.390 -0.599 1.3 -0.3 0.8 0.006
C -1.957 -0.841 -0.931 -0.5 -0.7 -1.6 -0.029
C 2.025 0.270 0.997 -2.3 1.6 0.1 -0.146
H 2.981 0.411 2.880 0.4 0.0 -1.0 0.168
H -1.911 2.379 0.289 -0.1 -1.2 -0.1 0.127
H 4.820 -2.148 -0.049 -1.5 2.0 0.2 0.125
H 4.837 -0.858 2.152 -0.5 0.7 -1.4 0.121
H -4.208 2.283 -0.366 -0.2 -0.6 -0.5 0.112
H -1.312 -1.696 -1.131 0.1 0.4 0.3 0.118
H 0.371 1.431 1.849 -0.1 -0.4 -0.1 0.102
H -3.529 -1.677 -2.174 0.0 0.4 0.4 0.124
```
Positions in Å, forces in eV/Å.

The spin multiplicity is 1. As for the SMILES: Fc1ccc(-c2cc3[nH]ccnc-3n2)cc1.

No. 3
Computed, not measured: a molecular structure, C12H8GaN2O4Se at a distorted geometry, with wB97M-V/def2-TZVPD.

The geometry in XYZ format:
```
28
Properties=species:S:1:pos:R:3:forces:R:3:lowdin_charge:R:1
Se 0.021 -1.578 -1.446 -0.6 2.3 0.5 1.022
Ga -0.073 -0.351 -3.763 -0.2 -3.5 2.0 0.407
O 0.185 -3.537 -3.723 -0.4 4.6 -0.3 0.262
O -2.511 -0.424 -6.856 2.1 -0.1 2.5 0.213
O 3.268 -0.424 -4.181 -5.2 0.0 0.7 0.294
O 0.193 2.665 -3.599 -0.6 -5.4 0.1 0.352
N -1.389 -0.636 0.886 0.6 0.1 -0.6 0.140
N 0.632 0.181 0.891 -1.0 -0.7 -0.6 -0.050
C 0.098 -2.390 -3.812 0.3 -6.2 -1.8 -0.222
C 0.079 0.408 2.163 0.7 -0.1 -0.8 -0.141
C -1.782 -0.428 -5.984 -1.5 0.2 -1.7 0.111
C 0.641 0.960 3.304 0.4 0.5 0.5 0.039
C -2.033 -0.146 3.269 -0.5 0.2 0.5 0.041
C 2.123 -0.399 -4.051 5.4 0.1 -1.0 0.087
C -0.179 0.974 4.436 0.4 -0.1 -0.9 0.013
C -0.295 -0.458 0.094 0.5 0.1 2.2 -0.516
C -1.491 0.431 4.421 -0.3 -0.4 -1.0 0.012
C 0.073 1.521 -3.654 0.3 8.7 -0.6 0.056
C -1.203 -0.115 2.163 -0.2 -0.6 -1.3 -0.160
C 1.993 0.502 0.524 1.0 0.4 -0.3 0.000
H 1.675 1.356 3.245 -0.9 -0.2 0.5 0.143
H -2.094 0.450 5.312 0.0 0.1 0.2 0.130
H 2.208 0.197 -0.514 -0.3 0.0 0.5 0.069
H 2.727 0.005 1.179 -0.5 0.0 -0.2 0.130
H 0.201 1.404 5.349 0.0 0.0 0.1 0.131
H -2.193 -1.148 0.585 -0.5 -0.2 -0.1 0.168
H -3.041 -0.602 3.155 0.8 0.5 0.6 0.151
H 2.167 1.584 0.605 -0.2 -0.3 0.0 0.121
```
Positions in Å, forces in eV/Å.

The spin multiplicity is 1. The total charge is +3.

Number 1: electronic energy -66362.18341 eV. Number 2: electronic energy -19759.34318 eV. Number 3: electronic energy -141432.32753 eV.